Density functional theory data (ωB97M-V/def2-TZVPD) for a molecular structure, C6H14AgO4.

Cartesian coordinates (Å):
O 1.715 1.922 1.382
C 2.745 1.464 0.572
C 2.228 0.514 -0.510
O 1.492 -0.463 0.256
C 0.882 -1.528 -0.436
C -0.264 -2.030 0.414
O -0.996 -0.876 0.802
C -2.380 -1.058 1.039
Ag 0.080 0.924 1.143
H 3.475 0.903 1.196
H 3.290 2.281 0.057
H 3.050 0.015 -1.047
H 1.607 -2.332 -0.631
H 0.474 -1.136 -1.382
H 0.060 -2.573 1.314
H -0.878 -2.724 -0.179
H -2.785 -0.075 1.303
H -2.907 -1.333 0.114
H -2.487 -1.893 1.747
O -0.847 1.979 -0.436
H 1.520 1.086 -1.382
C -2.012 1.784 -1.158
H -1.963 0.818 -1.704
H -2.949 1.748 -0.564
H -2.149 2.584 -1.911

Results
HOMO level (spin up / spin down) = -8.325 / -7.662 eV
Multiplicity = 2
Total charge = 0
Molar mass = 258.042 g mol⁻¹
Strongest force on any atom = 3.45 eV/Å

Here are the Löwdin charges for atoms 1 to 2, given in e: number 1, O, carries -0.3343; number 2, C, carries -0.3438

=====

Density functional theory data (ωB97M-V/def2-TZVPD) for 2 unconnected molecules or ions with the total composition C4H10N2O2.

Cartesian coordinates (Å):
C 0.785 2.266 -2.306
C -0.112 2.204 -1.083
O -0.790 1.208 -0.875
N -0.181 3.230 -0.210
H -0.774 3.192 0.601
H 0.223 4.144 -0.314
H 0.958 3.260 -2.738
H 0.243 1.706 -3.107
H 1.799 1.911 -2.131
C -0.774 -1.175 1.114
C 0.089 -2.417 1.247
O -0.106 -3.176 2.168
N 0.980 -2.657 0.213
H -0.828 -0.783 2.135
H -1.870 -1.290 1.141
H 1.481 -3.527 0.280
H 0.889 -2.176 -0.662
H -0.404 -0.532 0.335

Results
HOMO level = -9.309 eV
SMILES = CC(N)=O.CC(N)=O
Total charge = 0
Molar mass = 118.136 g mol⁻¹
Energy above the lowest of the compared OMol25 structures with the same formula, charge and spin = 22.7 kcal per mole
Strongest force on any atom = 2.02 eV/Å

Here are the Löwdin charges for atoms 1 to 2, given in e: number 1, C, carries -0.0112; number 2, C, carries -0.5798

=====

Density functional theory data (ωB97M-V/def2-TZVPD) for a molecular structure, C15H19ClN2O3Pd.

Cartesian coordinates (Å):
Pd 0.717 0.680 -1.085
C 2.409 -2.680 -0.855
C 1.585 -2.049 -1.966
C 1.656 -2.909 -3.219
O 0.207 -2.019 -1.569
C 2.097 -0.579 -2.306
O 1.556 -0.056 -3.343
O 3.128 -0.141 -1.677
H 2.028 -3.692 -0.654
H 2.322 -2.081 0.047
H 3.465 -2.732 -1.138
H 1.157 -3.869 -3.033
H 2.699 -3.100 -3.506
H 1.153 -2.384 -4.032
H 0.073 -1.020 -1.270
C -0.822 0.832 4.157
N 0.113 0.447 3.122
C 1.466 0.734 3.075
C 1.885 0.323 1.843
N 0.829 -0.224 1.145
C -0.204 -0.148 1.943
H -0.336 0.769 5.130
H -1.668 0.147 4.147
H -1.195 1.844 4.000
H 1.970 1.231 3.889
H 2.859 0.399 1.381
H -1.215 -0.456 1.695
Cl -1.260 3.502 1.585
C -1.954 2.248 0.534
C -3.044 1.545 1.011
C -3.659 0.559 0.243
C -3.155 0.365 -1.074
C -2.082 1.065 -1.558
C -1.338 2.037 -0.759
C -0.256 2.772 -1.257
H -3.414 1.774 2.006
H -4.497 -0.011 0.626
H -3.616 -0.381 -1.714
H -1.713 0.872 -2.554
H 0.120 3.606 -0.689
H -0.065 2.784 -2.318

Results
HOMO level = 0.988 eV
Total charge = -2
Molar mass = 417.201 g mol⁻¹
Strongest force on any atom = 1.99 eV/Å

Here are the Löwdin charges for atoms 1 to 2, given in e: number 1, Pd, carries 0.4393; number 2, C, carries -0.0666

=====

Density functional theory data (ωB97M-V/def2-TZVPD) for a molecular structure, C23H43N2O2P2Pb.

Cartesian coordinates (Å):
C -0.647 0.701 -5.457
C -0.778 0.304 -4.091
N 0.127 0.784 -3.160
C 0.956 1.770 -3.493
C 1.058 2.253 -4.811
C 0.264 1.681 -5.806
C -1.828 -0.561 -3.721
P -2.269 -0.940 -2.051
Pb -0.050 -0.245 -0.243
P 2.205 1.373 -0.988
C 1.805 2.458 -2.412
O -0.432 -3.540 -6.278
O -0.087 -5.816 -2.095
H -1.313 0.235 -6.179
H 1.769 3.046 -5.012
H 0.357 2.007 -6.840
C -3.817 0.016 -1.785
C -2.873 -2.654 -2.204
H 2.744 2.824 -2.862
H 1.253 3.332 -2.016
H -0.405 -4.472 -6.506
H -2.352 -1.088 -4.530
C 2.809 2.575 0.246
C 3.768 0.640 -1.594
H 1.663 -1.326 -0.740
H 0.856 -6.049 -2.167
H -0.086 -5.050 -1.515
H 0.506 -3.295 -6.204
H -1.225 1.143 -0.742
H 2.155 -1.880 -0.642
H -4.598 -0.378 -2.449
H -4.137 -0.078 -0.738
H -3.624 1.073 -2.006
H -3.590 -2.715 -3.035
H -2.040 -3.349 -2.386
H -3.367 -2.931 -1.263
H 4.554 1.412 -1.609
H 4.066 -0.185 -0.934
H 3.622 0.235 -2.606
H 3.762 3.016 -0.084
H 2.060 3.363 0.413
H 2.958 2.049 1.199
C -0.437 1.658 6.655
C -0.446 1.702 5.150
C -0.726 2.909 4.505
C -0.742 2.981 3.108
C -1.066 4.301 2.460
C -0.461 1.842 2.367
C -0.194 0.570 2.965
C -0.185 0.561 4.395
N 0.024 -0.536 2.173
C 0.257 -1.889 2.755
C 1.561 -1.921 3.557
C -0.940 -2.353 3.585
C 0.409 -2.927 1.639
H 0.322 2.338 7.067
H -1.406 1.970 7.070
H -0.221 0.647 7.016
H -0.935 3.801 5.098
H -2.043 4.677 2.795
H -0.327 5.070 2.728
H -1.090 4.217 1.368
H -0.475 1.930 1.274
H 0.019 -0.360 4.944
H 1.569 -1.232 4.403
H 1.729 -2.934 3.943
H 2.405 -1.655 2.907
H -1.828 -2.424 2.945
H -0.731 -3.347 3.999
H -1.183 -1.686 4.413
H -0.470 -2.961 0.979
H 1.312 -2.767 1.037
H 0.502 -3.921 2.098

Results
HOMO level (spin up / spin down) = -9.379 / -9.259 eV
Total charge = +1
Molar mass = 648.757 g mol⁻¹
Strongest force on any atom = 2.99 eV/Å

Here are the Löwdin charges for atoms 1 to 2, given in e: number 1, C, carries -0.0012; number 2, C, carries -0.3267

=====

Density functional theory data (ωB97M-V/def2-TZVPD) for a molecular structure, C25H31N6O6S3ScSi.

Cartesian coordinates (Å):
Sc -0.354 0.532 0.028
O -2.433 -2.570 0.760
C -1.630 -1.963 -0.178
O -1.858 -0.642 -0.318
C -1.747 -2.681 -1.511
O -0.658 -2.328 -2.332
C 0.504 -2.937 -1.828
C 0.852 -2.544 -0.390
O 1.534 -3.678 0.197
O -0.232 -2.020 0.321
H -2.374 -1.987 1.553
H -2.661 -2.345 -1.995
H -1.777 -3.769 -1.356
H 1.336 -2.673 -2.479
H 0.384 -4.029 -1.824
S 1.252 1.044 2.034
C 1.115 -0.358 3.116
C 2.291 -0.919 3.611
C 2.279 -2.013 4.465
C 1.057 -2.563 4.830
C -0.118 -2.020 4.338
C -0.134 -0.922 3.469
S -1.646 -0.294 2.852
H 3.234 -0.481 3.302
H 3.210 -2.436 4.823
H 1.017 -3.425 5.488
H -1.071 -2.460 4.611
C -2.445 5.224 3.902
N -2.699 4.211 2.888
C -1.690 3.386 2.439
S -1.591 3.111 0.771
N -0.857 2.865 3.317
C -1.142 2.624 4.717
H -3.241 5.965 3.847
H -1.486 5.728 3.745
H -2.454 4.806 4.907
H -3.235 4.541 2.101
H -0.157 2.230 2.889
H -0.757 3.419 5.362
H -0.670 1.679 4.979
H -2.215 2.509 4.871
C 3.806 2.054 -2.495
Si 1.947 1.768 -2.224
C 1.189 1.612 -3.946
C 1.433 3.360 -1.352
N 1.596 0.403 -1.203
C 2.392 -0.692 -1.190
C 3.377 -1.109 -2.055
C 3.995 -2.406 -1.887
C 3.757 -3.300 -0.907
C 2.810 -2.945 0.186
C 2.057 -1.653 -0.101
H 3.933 3.111 -2.755
H 4.243 1.462 -3.299
H 4.372 1.861 -1.581
H 0.890 2.582 -4.353
H 0.314 0.962 -3.924
H 1.914 1.170 -4.634
H 0.951 4.068 -2.029
H 2.333 3.832 -0.946
H 0.749 3.213 -0.517
H 3.658 -0.533 -2.924
H 4.723 -2.681 -2.649
H 4.296 -4.241 -0.874
H 3.252 -3.018 1.183
H 1.866 -1.103 0.815
O -0.958 1.524 -1.692
N -1.511 2.554 -2.181
C -2.267 2.335 -3.222
C -2.891 3.471 -3.818
N -3.407 4.366 -4.325
C -2.512 1.040 -3.784
N -2.707 0.019 -4.277

Results
HOMO level = -1.643 eV
Total charge = -2
Molar mass = 680.802 g mol⁻¹
Energy above the lowest of the compared OMol25 structures with the same formula, charge and spin = 36.5 kcal per mole
Strongest force on any atom = 0.69 eV/Å

Here are the Löwdin charges for atoms 1 to 2, given in e: number 1, Sc, carries 0.7653; number 2, O, carries 0.0284

=====

Density functional theory data (ωB97M-V/def2-TZVPD) for 13 unconnected molecules or ions with the total composition H26O13.

Cartesian coordinates (Å):
O 2.565 2.010 0.292
H 3.591 2.239 0.400
H 2.499 1.817 -0.639
O -1.664 -0.956 -3.179
H -0.645 -1.198 -3.272
H -1.821 -0.291 -2.489
O 0.535 -2.550 2.900
H 0.991 -3.387 2.681
H 0.945 -1.719 2.622
O -2.219 -2.254 -0.468
H -3.161 -1.995 -0.420
H -1.975 -2.239 -1.492
O -1.795 -2.685 2.216
H -0.973 -2.489 2.731
H -1.691 -2.525 1.308
O -1.112 0.353 2.884
H -1.250 1.246 2.930
H -1.081 -0.244 2.159
O -2.538 1.019 -1.521
H -2.524 2.014 -1.757
H -3.276 0.819 -0.931
O 1.023 -2.567 -0.569
H 1.545 -3.327 -0.304
H 0.636 -2.025 0.101
O 2.176 -0.204 1.776
H 2.166 0.495 1.157
H 3.005 -0.639 1.922
O 0.119 3.788 0.579
H 0.944 3.440 0.835
H 0.249 3.227 -0.246
O 2.004 1.299 -1.914
H 2.481 0.478 -1.628
H 1.934 1.244 -2.900
O -0.355 -0.096 0.517
H 0.133 0.678 0.332
H -0.868 0.002 -0.294
O -0.137 2.710 -1.866
H 0.273 1.743 -1.812
H -0.730 2.770 -2.642

Results
HOMO level = -9.166 eV
Total charge = 0
Molar mass = 234.195 g mol⁻¹
Energy above the lowest of the compared OMol25 structures with the same formula, charge and spin = 112.9 kcal per mole
Strongest force on any atom = 4.91 eV/Å

Here are the Löwdin charges for atoms 1 to 2, given in e: number 1, O, carries -0.0850; number 2, H, carries 0.1596